1.
ORCA calculation (ωB97M-V with the def2-TZVPD basis set) on a cluster of 5 separate species, C21H47IO8P2S4 in total.

Atoms and positions in Å:
C 5.57 3.95 2.56
P 5.79 5.72 1.95
C 6.62 5.48 0.27
P 3.68 6.28 1.45
C 1.84 6.69 1.13
C 0.98 5.55 1.75
C 0.18 4.70 0.71
I 1.34 2.90 0.25
H 4.68 3.97 3.21
H 5.28 3.35 1.68
H 6.45 3.56 3.07
H 7.69 5.33 0.47
H 6.46 6.35 -0.36
H 6.16 4.58 -0.18
H 3.67 5.27 0.40
H 3.37 5.96 2.83
H 4.09 7.63 1.17
H 1.70 6.71 0.04
H 1.58 7.68 1.53
H 0.30 6.01 2.48
H 1.58 4.84 2.34
H -0.72 4.34 1.21
H -0.04 5.23 -0.21
C -2.51 -0.11 -2.15
C -1.13 0.27 -1.60
C -1.14 -0.03 -0.10
S -2.30 -1.37 0.13
O -3.41 -0.88 0.92
O -1.59 -2.57 0.49
C -2.82 -1.49 -1.57
H -2.53 -0.13 -3.24
H -3.26 0.61 -1.82
H -0.37 -0.33 -2.10
H -0.90 1.32 -1.79
H -0.16 -0.35 0.25
H -1.49 0.82 0.48
H -3.88 -1.75 -1.62
H -2.22 -2.26 -2.04
C -2.50 -2.05 3.87
C -1.95 -3.44 3.54
C -0.98 -3.83 4.66
S -1.55 -2.97 6.13
O -0.55 -2.01 6.52
O -2.09 -3.93 7.07
C -2.90 -2.10 5.35
H -3.35 -1.78 3.24
H -1.73 -1.29 3.72
H -2.77 -4.15 3.49
H -1.45 -3.45 2.57
H -0.99 -4.90 4.85
H 0.03 -3.49 4.45
H -3.01 -1.12 5.80
H -3.80 -2.69 5.49
C 5.11 -2.44 -0.35
C 4.69 -1.11 0.27
C 3.76 -0.41 -0.73
S 2.96 -1.73 -1.66
O 3.39 -1.64 -3.03
O 1.57 -1.80 -1.30
C 3.83 -3.08 -0.88
H 5.61 -3.09 0.38
H 5.81 -2.27 -1.17
H 4.16 -1.29 1.21
H 5.55 -0.48 0.50
H 3.00 0.18 -0.22
H 4.31 0.21 -1.43
H 4.01 -3.87 -1.61
H 3.21 -3.45 -0.07
C -4.84 -4.02 -4.41
C -6.26 -3.87 -4.96
C -6.57 -2.37 -5.05
S -4.99 -1.55 -5.28
O -4.72 -0.74 -4.12
O -4.91 -1.01 -6.62
C -3.98 -3.03 -5.19
H -4.47 -5.04 -4.51
H -4.83 -3.76 -3.34
H -6.31 -4.32 -5.96
H -6.99 -4.38 -4.34
H -7.21 -2.13 -5.89
H -7.00 -2.00 -4.13
H -3.04 -2.80 -4.71
H -3.81 -3.37 -6.21

As for the charge: 0. For the HOMO energy, the calculation gives -0.2777 Eh. The structure (SMILES) is CP(C)[PH3]CCCI.O=S1(=O)CCCC1.O=S1(=O)CCCC1.O=S1(=O)CCCC1.O=S1(=O)CCCC1. The molar mass comes out at 744.7 g/mol. For the gap between HOMO and LUMO, the calculation gives 7.639 eV.

---

2.
ORCA calculation (ωB97M-V with the def2-TZVPD basis set) on a cluster of 10 separate species, C21H47N2O10 in total.

Atoms and positions in Å:
C -1.73 -4.01 3.50
C -0.50 -3.42 4.07
C 0.69 -3.29 3.23
C 0.58 -3.76 1.85
O 1.75 -3.64 1.07
C 1.55 -2.50 0.21
N 1.36 -1.24 0.97
C 0.67 -0.40 0.04
C 1.48 0.16 -1.07
C 0.77 1.00 -2.05
C -0.69 1.19 -1.86
C -1.29 0.56 -0.70
N -0.68 -0.22 0.25
C -0.64 -4.32 1.28
C -1.83 -4.45 2.12
H -2.62 -4.09 4.16
H -0.42 -3.09 5.13
H 1.65 -2.85 3.57
H 2.38 -2.39 -0.57
H 0.60 -2.63 -0.41
H 2.56 -0.07 -1.13
H 1.34 1.42 -2.91
H -1.22 1.79 -2.63
H -2.40 0.69 -0.58
H -0.62 -4.63 0.22
H -2.75 -4.87 1.66
C -0.58 5.37 -2.32
O -0.13 4.21 -1.62
H -1.14 5.05 -3.20
H -1.23 5.97 -1.68
H 0.28 5.97 -2.64
H 0.36 4.52 -0.85
C -3.27 8.39 -2.11
O -2.66 7.50 -1.18
H -3.30 7.91 -3.09
H -4.28 8.62 -1.79
H -2.68 9.31 -2.18
H -2.65 7.95 -0.33
C 0.93 -6.55 -2.02
O 0.91 -6.35 -0.62
H -0.08 -6.78 -2.36
H 1.27 -5.64 -2.52
H 1.59 -7.38 -2.27
H 1.81 -6.15 -0.34
C 0.80 0.60 -5.84
O 1.85 0.32 -4.93
H 0.79 1.67 -6.05
H 0.95 0.05 -6.77
H -0.16 0.31 -5.39
H 1.84 -0.63 -4.76
C -2.09 5.35 1.84
O -1.40 6.53 1.44
H -2.63 5.55 2.76
H -2.81 5.06 1.06
H -1.38 4.54 2.00
H -0.93 6.32 0.62
C 2.45 -4.13 -5.49
O 1.91 -2.82 -5.55
H 2.61 -4.40 -4.44
H 1.76 -4.84 -5.94
H 3.41 -4.16 -6.02
H 1.78 -2.61 -6.48
C -5.05 8.11 1.35
O -4.76 9.20 0.47
H -4.35 7.30 1.15
H -4.93 8.44 2.39
H -6.07 7.76 1.19
H -5.38 9.90 0.67
C 1.92 -6.22 4.67
O 1.90 -6.02 6.08
H 0.92 -6.44 4.32
H 2.28 -5.31 4.18
H 2.59 -7.05 4.43
H 2.80 -5.82 6.36
C 3.90 -3.13 5.40
O 4.57 -3.98 6.33
H 3.89 -3.63 4.43
H 2.87 -2.96 5.73
H 4.43 -2.18 5.31
H 4.57 -3.53 7.18

As for the charge: -1. For the HOMO energy, the calculation gives -0.0837 Eh. The molar mass comes out at 487.6 g/mol. For the gap between HOMO and LUMO, the calculation gives 4.168 eV.

---

3.
ORCA calculation (ωB97M-V with the def2-TZVPD basis set) on a structure of composition C21H47NO2SSi2Ti.

Atoms and positions in Å:
O -1.54 -2.54 -0.87
O -2.19 -0.81 -2.31
C -0.05 -2.70 -0.83
C 0.39 -3.62 0.27
H 0.42 -1.70 -0.75
H 0.19 -3.10 -1.82
H 0.74 -3.08 1.15
H 1.25 -4.22 -0.06
H -0.38 -4.32 0.58
C -2.32 -2.42 0.39
C -3.61 -3.17 0.19
H -2.47 -1.33 0.54
H -1.73 -2.83 1.22
H -4.32 -2.63 -0.46
H -4.07 -3.26 1.20
H -3.45 -4.19 -0.19
C -3.08 0.38 -2.15
C -2.07 -1.35 -3.67
C -4.34 0.10 -1.39
H -3.32 0.73 -3.16
H -2.48 1.15 -1.66
H -4.88 -0.79 -1.77
H -5.00 0.96 -1.51
H -4.15 -0.02 -0.31
C -3.26 -2.18 -4.03
H -1.15 -1.96 -3.63
H -1.90 -0.50 -4.35
H -3.53 -2.89 -3.25
H -2.99 -2.75 -4.92
H -4.13 -1.56 -4.27
H -1.91 -1.78 -1.53
Ti 0.75 1.40 1.19
C 0.38 2.52 -0.36
Si 0.93 2.12 -2.10
H -0.71 2.24 -0.11
H 0.45 3.62 -0.17
C 1.43 0.41 -2.69
C 2.41 3.26 -2.33
C -0.41 2.45 -3.37
C 2.41 0.32 0.77
Si 3.50 1.26 1.96
H 2.73 0.39 -0.27
H 2.22 -0.73 1.04
C 4.16 2.77 1.07
C 4.83 0.06 2.53
C 2.63 1.91 3.50
H 0.07 2.89 -4.26
H -1.20 3.12 -3.03
H -0.88 1.51 -3.69
H 2.26 -0.05 -2.14
H 1.75 0.54 -3.74
H 0.57 -0.27 -2.68
H 3.16 3.10 -1.55
H 2.08 4.31 -2.27
H 2.88 3.10 -3.31
H 4.99 -0.71 1.76
H 4.52 -0.45 3.46
H 5.79 0.55 2.73
H 2.24 1.12 4.17
H 1.84 2.67 3.35
H 3.47 2.40 4.01
H 5.06 3.12 1.61
H 3.44 3.60 1.04
H 4.45 2.53 0.04
S -0.79 2.71 2.61
C -0.61 1.27 3.52
C -0.86 1.09 4.89
C -0.39 -0.07 5.50
C 0.18 -1.09 4.73
C 0.32 -0.91 3.35
N -0.03 0.27 2.76
H -1.36 1.91 5.41
H -0.48 -0.17 6.58
H 0.49 -2.03 5.18
H 0.69 -1.68 2.67

As for the charge: +1. For the HOMO energy (alpha / beta), the calculation gives -0.3597 / -0.3869 Eh. Its spin multiplicity is 2. The energy relative to the best compared isomer or geometry (same formula, charge and spin) comes out at 66.6 kcal/mol. The molar mass comes out at 481.7 g/mol. For the gap between HOMO and LUMO (alpha / beta), the calculation gives 7.423 / 7.928 eV.